(1)
Below is one molecule with the formula C3H7NO2 at a distorted geometry, with properties calculated with the ωB97M-V functional and the def2-TZVPD basis.

Output
Energy above the lowest of the compared OMol25 structures with the same formula, charge and spin   2.369 eV
SMILES   O=CCNCO
Charge   0
E_HOMO   -0.3410 hartree
Largest force on an atom   1.90 eV Å⁻¹
Electronic energy   -323.69391 Eh
Multiplicity   1
LUMO level   0.7 eV

XYZ file:
```
13
Properties=species:S:1:pos:R:3:lowdin_charge:R:1
O -1.748 -2.434 -0.625 0.0624
C -0.631 -2.023 -0.457 -0.2560
C -0.251 -0.587 -0.537 -0.2072
N 0.460 -0.050 0.593 -0.0550
C 0.311 1.360 0.944 -0.2651
O 0.100 2.211 -0.178 -0.0727
H 0.140 -2.790 -0.247 0.1229
H 0.336 -0.401 -1.459 0.1247
H -1.159 -0.025 -0.773 0.1329
H 1.418 -0.315 0.715 0.1052
H 1.169 1.814 1.453 0.1214
H -0.583 1.411 1.565 0.1143
H 0.438 1.829 -0.993 0.0721
```

---

(2)
Below is one molecule with the formula C3H7NO2 at a distorted geometry, with properties calculated with the ωB97M-V functional and the def2-TZVPD basis.

Output
Energy above the lowest of the compared OMol25 structures with the same formula, charge and spin   4.503 eV
SMILES   CC(C)[N+](=O)[O-]
Charge   0
E_HOMO   -0.3969 hartree
Largest force on an atom   2.56 eV Å⁻¹
Electronic energy   -323.61550 Eh
Multiplicity   1
LUMO level   0.5 eV

XYZ file:
```
13
Properties=species:S:1:pos:R:3:lowdin_charge:R:1
C -0.606 -0.826 -1.001 -0.0666
C -0.364 0.199 0.161 -0.2435
C 0.793 1.175 -0.163 -0.0669
N 0.033 -0.605 1.545 -0.3647
O -0.454 -1.696 1.705 0.0694
O 0.748 -0.004 2.322 0.0431
H -1.274 -1.691 -1.009 0.0853
H -0.955 -0.150 -1.749 0.0654
H 0.336 -1.129 -1.328 0.0486
H -1.418 0.691 0.374 0.1756
H 1.632 0.763 -0.845 0.1101
H 1.234 1.356 0.808 0.0558
H 0.293 1.919 -0.817 0.0885
```

---

(3)
Below is C3H7NO2 as an isolated structure, with properties calculated with the ωB97M-V functional and the def2-TZVPD basis.

Output
Energy above the lowest of the compared OMol25 structures with the same formula, charge and spin   2.727 eV
Charge   0
E_HOMO   -0.3377 hartree
Largest force on an atom   0.30 eV Å⁻¹
Electronic energy   -323.68076 Eh
Multiplicity   1
LUMO level   0.9 eV

XYZ file:
```
13
Properties=species:S:1:pos:R:3:lowdin_charge:R:1
C -2.147 -0.043 -0.517 -0.0996
N -1.234 -0.069 0.595 -0.0166
C 0.063 -0.002 0.534 -0.6177
O 0.533 -0.016 1.737 0.0148
O 0.799 0.059 -0.560 -0.0004
C 2.214 0.067 -0.337 -0.0351
H -2.654 0.927 -0.589 0.0770
H -2.909 -0.818 -0.388 0.0750
H -1.611 -0.226 -1.455 0.0807
H -0.735 -0.087 1.859 0.2305
H 2.480 0.880 0.341 0.0971
H 2.669 0.212 -1.316 0.0948
H 2.533 -0.885 0.096 0.0996
```

---

(4)
Below is a 2-piece molecular cluster, C3H7NO2 overall at a distorted geometry, with properties calculated with the ωB97M-V functional and the def2-TZVPD basis.

Output
Energy above the lowest of the compared OMol25 structures with the same formula, charge and spin   2.723 eV
SMILES   [H]/N=C/O.C1CO1
Charge   0
E_HOMO   -0.3670 hartree
Largest force on an atom   1.70 eV Å⁻¹
Electronic energy   -323.68091 Eh
Multiplicity   1
LUMO level   1.1 eV

XYZ file:
```
13
Properties=species:S:1:pos:R:3:lowdin_charge:R:1
H 1.089 1.603 -1.760 0.0432
N 0.506 1.106 -1.107 0.0888
C -0.564 1.763 -0.982 -0.3846
O -1.511 1.347 -0.193 0.0325
H -0.808 2.693 -1.500 0.1276
H -1.251 0.457 0.215 0.0681
C 0.468 -0.996 1.397 -0.1964
C 0.343 -1.591 0.121 -0.0872
O -0.837 -0.960 0.847 -0.0936
H 0.584 -1.641 2.244 0.1095
H 0.972 -0.046 1.438 0.1114
H 0.214 -2.646 -0.004 0.1046
H 0.795 -1.090 -0.716 0.0760
```

---

(5)
Below is one molecule with the formula C3H7NO2 at a distorted geometry, with properties calculated with the ωB97M-V functional and the def2-TZVPD basis.

Output
Energy above the lowest of the compared OMol25 structures with the same formula, charge and spin   1.428 eV
SMILES   CC(=O)NCO
Charge   0
E_HOMO   -0.3629 hartree
Largest force on an atom   1.36 eV Å⁻¹
Electronic energy   -323.72848 Eh
Multiplicity   1
LUMO level   0.8 eV

XYZ file:
```
13
Properties=species:S:1:pos:R:3:lowdin_charge:R:1
C 0.095 -0.379 -1.709 0.0086
C 0.323 0.726 -0.691 -0.5413
O 0.277 1.903 -0.927 0.0987
N 0.757 0.241 0.569 0.0433
C -0.124 -0.383 1.552 -0.2527
O -1.492 -0.143 1.297 -0.0434
H 1.068 -0.868 -1.711 0.0882
H -0.583 -1.148 -1.337 0.0852
H -0.185 0.070 -2.651 0.0825
H 1.284 1.000 0.985 0.1239
H 0.075 -1.449 1.600 0.1118
H 0.098 0.036 2.523 0.1159
H -1.594 0.394 0.501 0.0793
```

---

(6)
Below is a 2-piece molecular cluster, C3H7NO2 overall at a distorted geometry, with properties calculated with the ωB97M-V functional and the def2-TZVPD basis.

Output
Energy above the lowest of the compared OMol25 structures with the same formula, charge and spin   1.780 eV
Expectation value of S²   0.76
Charge   +1
E_HOMO (spin up / spin down)   -0.5261 / -0.5252 hartree
Largest force on an atom   2.54 eV Å⁻¹
Electronic energy   -323.36585 Eh
Multiplicity   2
LUMO level (spin up / spin down)   -5.4 / -8.4 eV

XYZ file:
```
13
Properties=species:S:1:pos:R:3:lowdin_charge:R:1
C 0.425 1.605 0.142 -0.1067
C 1.124 1.106 1.237 0.1823
N 1.118 1.852 -0.951 0.2258
H -0.540 2.097 0.066 0.1699
H 0.612 0.522 1.994 0.1143
H 2.203 1.022 1.293 0.1207
H 2.073 2.185 -0.867 0.1613
H 0.661 -0.590 0.354 0.0344
H 0.656 2.271 -1.753 0.1582
O 0.205 -1.267 -0.152 0.0501
C -1.005 -1.824 -0.341 -0.3691
O -2.017 -1.574 0.225 0.1061
H -0.940 -2.650 -1.057 0.1530
```